No. 1
Computed, not measured: the molecule CH2O2 at a distorted geometry, with wB97M-V/def2-TZVPD.

SMILES string: O=CO
Highest occupied orbital energy: -10.90 eV
Spin multiplicity: 1
Charge: 0
Total energy: -5164.10779 eV
F_max: 1.95 eV Å⁻¹
LUMO energy: 0.613 eV

CARTESIAN COORDINATES (ANGSTROEM)
O -1.442 -0.561 -0.021
C -0.404 0.018 -0.052
O 0.793 -0.587 -0.091
H -0.401 1.171 -0.136
H 1.454 -0.041 0.300

=====

No. 2
Computed, not measured: a structure of composition C25H30Cl2N2OS8Tm, with wB97M-V/def2-TZVPD.

Highest occupied orbital energy (spin up / spin down): -3.40 / -3.40 eV
Spin multiplicity: 3
Charge: -1
Total energy: -172701.59039 eV
F_max: 0.87 eV Å⁻¹
LUMO energy (spin up / spin down): 1.931 / 1.932 eV

CARTESIAN COORDINATES (ANGSTROEM)
Tm -0.538 0.758 1.874
C -2.422 -3.853 -1.701
C -2.451 -2.416 -2.223
S -1.371 -1.239 -1.405
C 0.275 -1.881 -1.744
C 0.836 -2.944 -0.782
S 0.467 -2.634 0.964
C -0.233 -4.201 1.516
C -1.267 -4.928 0.654
S -2.717 -4.005 0.087
H -1.461 -4.314 -1.929
H -3.186 -4.438 -2.217
H -3.449 -1.992 -2.090
H -2.254 -2.425 -3.299
H 0.922 -1.003 -1.712
H 0.311 -2.259 -2.770
H 1.920 -2.987 -0.907
H 0.448 -3.926 -1.045
H -0.669 -3.949 2.485
H 0.575 -4.911 1.712
H -1.641 -5.764 1.250
H -0.797 -5.378 -0.221
S 0.557 -0.687 4.013
S 1.437 0.927 5.014
S 2.279 2.100 3.573
S 0.712 3.074 2.591
Cl -2.477 2.495 -2.539
C -3.346 2.716 -1.024
C -4.583 3.317 -1.071
C -5.322 3.551 0.089
C -4.755 3.176 1.306
C -3.522 2.572 1.314
Cl -2.779 2.197 2.887
C -2.692 2.252 0.176
N -1.539 1.650 0.265
H -4.973 3.615 -2.036
H -6.292 4.026 0.049
H -5.265 3.363 2.243
S -4.934 -1.286 2.123
C -4.187 -1.654 3.618
C -2.866 -1.361 3.558
N -2.443 -0.877 2.341
C -3.437 -0.787 1.502
H -4.744 -2.037 4.456
H -2.134 -1.457 4.347
H -3.319 -0.383 0.505
C 6.790 2.227 -2.356
C 5.421 1.987 -1.780
C 5.214 0.994 -0.836
C 3.960 0.748 -0.284
C 3.822 -0.338 0.745
C 2.894 1.558 -0.710
C 1.546 1.416 -0.165
O 1.213 0.474 0.560
C 3.079 2.582 -1.661
C 1.954 3.482 -2.107
C 4.346 2.771 -2.190
H 7.520 1.527 -1.953
H 7.132 3.239 -2.130
H 6.779 2.122 -3.442
H 6.051 0.388 -0.508
H 4.784 -0.832 0.883
H 3.077 -1.081 0.462
H 3.481 0.064 1.702
H 0.768 2.137 -0.436
H 1.109 2.927 -2.516
H 2.314 4.167 -2.873
H 1.567 4.075 -1.276
H 4.502 3.553 -2.925

=====

No. 3
Computed, not measured: the molecule CHBrF2O2S at a distorted geometry, with wB97M-V/def2-TZVPD.

SMILES string: O=S(=O)(Br)C(F)F
Highest occupied orbital energy: -10.86 eV
Spin multiplicity: 1
Charge: 0
Total energy: -91458.91234 eV
F_max: 3.70 eV Å⁻¹
LUMO energy: -0.604 eV

CARTESIAN COORDINATES (ANGSTROEM)
O 1.722 1.052 -0.290
S 0.334 0.951 0.114
O -0.076 1.705 1.240
Br -0.823 1.616 -1.558
C -0.264 -1.132 0.130
F -0.907 -1.488 1.187
F 0.886 -1.797 -0.054
H -0.871 -0.907 -0.771

=====

total energy of number 1 (CH2O2)? -5164.10779 eV

=====

Among the records above, which one has the highest F_max? CHBrF2O2S

=====

What is the formula in the first record? CH2O2